Entry i
10
Properties=species:S:1:pos:R:3 method="wB97M-V/def2-TZVPD" smiles="C#C[C@H](O)C=O" mol_weight_g_mol=84.1 homo_energy_ev=-9.981 orbital_gap_ev=10.563
O -2.181 -0.226 -0.993
C -1.132 0.360 -0.815
C -0.181 -0.229 0.173
O -0.445 -1.574 0.340
C 1.228 0.138 0.296
C 2.346 0.499 0.565
H -1.319 -1.665 -0.097
H -0.727 0.470 0.899
H -0.923 1.382 -1.156
H 3.334 0.845 0.789

Entry ii
10
Properties=species:S:1:pos:R:3 method="wB97M-V/def2-TZVPD" smiles="C=C=O.C=C=O" mol_weight_g_mol=84.1 homo_energy_ev=-8.990 orbital_gap_ev=9.741
C 0.993 -1.095 -0.265
C -0.640 2.125 0.577
C 1.301 -1.994 -1.122
C -1.569 1.296 0.894
O 0.768 -0.339 0.564
O 0.241 2.838 0.299
H 1.498 -1.821 -2.098
H 1.358 -3.026 -0.944
H -1.673 1.190 2.001
H -2.276 0.827 0.095

Entry iii
10
Properties=species:S:1:pos:R:3 method="wB97M-V/def2-TZVPD" smiles="O=CC#CCO" mol_weight_g_mol=84.1 homo_energy_ev=-10.303 orbital_gap_ev=10.458
O 0.592 1.388 2.021
C 0.918 0.803 0.782
C -0.226 0.205 0.082
C -0.942 -0.562 -0.518
C -1.409 -1.802 -1.115
O -0.603 -2.631 -1.474
H 0.997 2.259 2.053
H 1.580 -0.062 0.934
H 1.443 1.496 0.109
H -2.495 -1.975 -1.196

Top of the stability list: entry ii, leading by 0.0109 hartree.

Entry i
10
Properties=species:S:1:pos:R:3 method="wB97M-V/def2-TZVPD" smiles=Oc1ccco1 mol_weight_g_mol=84.1 homo_energy_ev=-7.984 orbital_gap_ev=8.789
C 0.728 0.210 -0.195
C -0.373 0.055 -1.130
C -1.512 -0.577 -0.468
C -1.295 -0.462 0.757
H 2.047 0.619 0.813
H -0.151 0.311 -2.163
H -2.326 -1.170 -1.046
H -1.717 -0.391 1.834
O 2.025 0.454 -0.113
O 0.082 0.206 0.961

Entry ii
10
Properties=species:S:1:pos:R:3 method="wB97M-V/def2-TZVPD" mol_weight_g_mol=84.1 homo_energy_ev=-8.912 orbital_gap_ev=9.168
C 1.044 -1.085 0.359
C -0.886 -0.405 -0.347
C 1.703 -0.370 -0.451
C -0.935 0.889 0.346
O 2.212 0.598 -0.869
O -1.577 -1.145 -0.955
H 0.925 -2.156 0.650
H -1.825 1.442 0.128
H -0.140 1.451 -0.128
H -0.521 0.781 1.266

Entry iii
10
Properties=species:S:1:pos:R:3 method="wB97M-V/def2-TZVPD" mol_weight_g_mol=84.1 homo_energy_ev=-10.116 orbital_gap_ev=10.274
C 0.045 0.023 -1.024
C 0.504 0.316 0.382
C -0.844 -1.154 -1.082
C -1.833 -1.025 0.073
O 0.351 0.699 -1.967
O -1.016 -1.963 0.131
H -0.463 0.388 0.903
H 1.013 -0.577 0.764
H -1.206 -1.502 -2.111
H 0.956 1.285 0.210

Entry iv
10
Properties=species:S:1:pos:R:3 method="wB97M-V/def2-TZVPD" smiles=Oc1ccoc1 mol_weight_g_mol=84.1 homo_energy_ev=-8.894 orbital_gap_ev=9.692
C -0.771 -0.246 -0.135
C 0.129 1.027 -0.075
C 1.342 0.553 -0.105
C 0.115 -1.277 -0.008
H -2.389 0.320 0.543
H -0.249 1.940 0.318
H 2.392 1.023 -0.319
H 0.133 -2.341 0.019
O -2.120 -0.180 -0.183
O 1.418 -0.820 -0.055

Top of the stability list: entry iv, leading by 0.0402 hartree.

Entry i
10
Properties=species:S:1:pos:R:3 method="wB97M-V/def2-TZVPD" smiles="O=CC#CCO" mol_weight_g_mol=84.1 homo_energy_ev=-10.209 orbital_gap_ev=10.483
O 2.008 -1.050 0.654
C 1.045 -0.692 -0.302
C 0.368 0.585 -0.065
C -0.619 1.283 0.034
C -2.048 1.155 0.288
O -2.640 0.222 -0.206
H 2.831 -1.249 0.199
H 0.185 -1.377 -0.243
H 1.411 -0.737 -1.332
H -2.541 1.859 0.973

Entry ii
10
Properties=species:S:1:pos:R:3 method="wB97M-V/def2-TZVPD" smiles="C#CCC(=O)O" mol_weight_g_mol=84.1 homo_energy_ev=-10.224 orbital_gap_ev=10.936
C -0.949 -0.077 0.000
C 0.308 -0.794 0.430
C 1.559 -0.187 0.042
C 2.619 0.292 -0.306
H -1.874 1.560 -0.061
H 0.243 -0.820 1.536
H 0.279 -1.824 0.067
H 3.612 0.563 -0.632
O -0.982 1.260 0.219
O -1.953 -0.620 -0.456

Entry iii
10
Properties=species:S:1:pos:R:3 method="wB97M-V/def2-TZVPD" mol_weight_g_mol=84.1 homo_energy_ev=-9.737 orbital_gap_ev=9.226
O -1.245 0.372 0.842
C -1.207 0.222 -0.419
C 0.443 -0.426 -1.214
O 0.339 -0.696 -2.360
C 1.303 -0.373 -0.131
C 1.179 -0.108 1.116
H 0.014 0.229 1.275
H -1.195 1.126 -1.045
H -1.748 -0.630 -0.847
H 1.825 -0.131 1.982

Entry iv
10
Properties=species:S:1:pos:R:3 method="wB97M-V/def2-TZVPD" mol_weight_g_mol=84.1 homo_energy_ev=-10.190 orbital_gap_ev=10.750
O -1.140 1.769 0.503
C -1.053 0.488 0.347
O -0.649 -0.225 1.417
C 0.569 0.122 0.583
C 0.651 -1.078 -0.317
C -0.346 -0.053 -0.766
H 0.135 1.568 0.695
H 1.516 -1.142 -0.969
H 0.303 -2.024 0.089
H -0.197 0.582 -1.631

Top of the stability list: entry ii, leading by 0.0678 hartree.

Entry i
10
Properties=species:S:1:pos:R:3 method="wB97M-V/def2-TZVPD" mol_weight_g_mol=84.1 homo_energy_ev="-9.055 / -8.803" orbital_gap_ev="8.128 / 8.443"
C 2.474 0.011 0.851
C 3.691 -0.079 0.110
C 0.591 -0.767 0.379
C -0.283 0.268 -0.171
O 4.622 -0.571 -0.402
O 2.977 1.047 0.099
H 0.394 -1.634 1.103
H 0.172 0.487 -1.163
H -0.161 1.170 0.336
H -1.474 0.172 -0.191

Entry ii
10
Properties=species:S:1:pos:R:3 method="wB97M-V/def2-TZVPD" mol_weight_g_mol=84.1 homo_energy_ev=-8.514 orbital_gap_ev=8.480
C -0.602 -0.649 1.298
C 0.620 -0.451 0.732
C -0.273 1.244 -1.335
C 0.879 -0.313 -0.680
O -0.592 2.348 -0.869
O 1.489 -0.892 -1.510
H -0.722 -0.692 2.455
H -1.407 -0.929 0.599
H 1.388 -0.367 1.432
H -0.779 0.701 -2.121

Entry iii
10
Properties=species:S:1:pos:R:3 method="wB97M-V/def2-TZVPD" smiles="O=C=O.C#CC" mol_weight_g_mol=84.1 homo_energy_ev=-10.022 orbital_gap_ev=10.600
C 0.016 -0.986 0.351
C -0.892 -0.365 -0.127
C 2.888 0.064 0.787
C -1.958 0.445 -0.756
O 2.844 -0.428 -0.276
O 2.807 0.454 1.874
H 0.876 -1.335 0.807
H -2.902 -0.118 -0.804
H -1.528 0.925 -1.796
H -2.150 1.345 -0.060

Entry iv
10
Properties=species:S:1:pos:R:3 method="wB97M-V/def2-TZVPD" mol_weight_g_mol=84.1 homo_energy_ev=-9.674 orbital_gap_ev=10.581
O -1.133 -0.047 1.820
C -0.403 -0.372 0.926
C 0.999 0.095 0.561
C 0.152 0.424 -0.667
O 0.152 -0.649 -1.539
C -0.879 -0.706 -0.558
H 1.691 -0.729 0.375
H 1.506 0.924 1.068
H -0.240 1.413 -0.854
H -1.853 -0.508 -1.014

Top of the stability list: entry iii, leading by 0.0735 hartree.

Entry i
10
Properties=species:S:1:pos:R:3 method="wB97M-V/def2-TZVPD" smiles="O=C1CC=CO1" mol_weight_g_mol=84.1 homo_energy_ev=-10.230 orbital_gap_ev=10.930
C 1.310 -0.334 0.085
C 0.283 0.812 0.115
C -1.073 0.216 -0.123
C -0.777 -1.031 -0.225
H 0.110 1.617 0.955
H 0.699 1.526 -0.804
H -2.083 0.684 -0.050
H -1.628 -1.868 0.068
O 2.493 -0.176 -0.174
O 0.664 -1.447 0.152

Entry ii
10
Properties=species:S:1:pos:R:3 method="wB97M-V/def2-TZVPD" smiles="O=C1C[C@H]2O[C@@H]12" mol_weight_g_mol=84.1 homo_energy_ev=-9.804 orbital_gap_ev=10.231
O -0.339 2.256 0.562
C -0.152 1.131 0.170
C -1.010 -0.114 0.063
C 0.280 -0.958 0.101
O 0.814 -0.976 -1.143
C 1.074 0.291 -0.124
H -1.495 -0.115 -0.920
H -1.661 -0.341 0.892
H 0.423 -1.754 0.826
H 2.065 0.578 -0.403

Top of the stability list: entry i, leading by 0.0318 hartree.

Entry i
17
Properties=species:S:1:pos:R:3 method="wB97M-V/def2-TZVPD" total_charge=+1 mol_weight_g_mol=113.1 homo_energy_ev=-12.619 orbital_gap_ev=8.777
C 2.465 -1.654 0.225
C 3.292 0.463 0.609
C -1.172 -0.107 1.113
C -0.206 0.547 0.036
N 3.428 -0.741 0.569
N 1.326 -1.179 -0.059
N 1.125 0.140 -0.008
N -0.818 0.175 -1.367
H 2.908 -2.607 0.139
H 3.681 1.345 1.027
H -0.888 -1.162 1.229
H -2.185 -0.037 0.566
H -1.092 0.615 1.902
H -0.365 1.585 -0.085
H -0.011 -0.111 -1.957
H -1.537 -0.601 -1.146
H -1.288 0.916 -1.828

Entry ii
17
Properties=species:S:1:pos:R:3 method="wB97M-V/def2-TZVPD" total_charge=+1 mol_weight_g_mol=113.1 homo_energy_ev=-12.517 orbital_gap_ev=8.950
C 1.663 -0.833 1.106
C -0.562 0.502 1.295
C -1.267 0.969 2.347
C 0.581 -0.323 1.352
N 2.755 -1.536 0.870
N -0.988 0.833 -0.009
N -1.559 1.723 3.261
N -0.097 -1.014 -2.899
H 2.982 -1.602 -0.128
H 3.524 -1.216 1.506
H -0.305 0.569 -0.790
H -1.715 1.484 -0.256
H -2.383 1.434 3.924
H -1.000 2.521 3.493
H 0.481 -0.703 -3.650
H -1.131 -0.808 -3.316
H -0.220 -2.048 -2.912

Entry iii
17
Properties=species:S:1:pos:R:3 method="wB97M-V/def2-TZVPD" total_charge=+1 smiles="CC[C@H]1N=NNC=[NH+]1" mol_weight_g_mol=113.1 homo_energy_ev=-14.502 orbital_gap_ev=9.469
C -1.715 -1.240 -0.186
C -0.019 0.282 0.769
C 1.942 0.351 -0.793
C 1.435 0.443 0.609
N -0.814 1.309 0.134
N -1.944 1.133 -0.217
N -2.525 -0.120 -0.132
N -0.491 -1.073 0.224
H -2.111 -2.235 -0.393
H -0.388 0.366 1.864
H 1.627 -0.471 -1.264
H 3.072 0.597 -0.777
H 1.422 1.111 -1.392
H 1.591 1.484 0.842
H 1.880 -0.222 1.425
H -3.343 -0.094 -0.696
H 0.382 -1.622 -0.016

Entry iv
17
Properties=species:S:1:pos:R:3 method="wB97M-V/def2-TZVPD" total_charge=+1 mol_weight_g_mol=113.1 homo_energy_ev="-12.294 / -13.426" orbital_gap_ev="6.495 / 8.077"
C -2.532 1.798 0.227
C -2.123 0.586 0.163
C 0.370 0.244 -0.159
C 2.417 -1.213 0.101
N -1.637 -1.812 -0.099
N -1.940 -0.602 -0.030
N 0.971 1.387 0.020
N 0.956 -0.914 -0.073
H -3.088 2.236 -0.681
H -2.463 2.514 1.152
H 2.743 -2.088 -0.364
H 2.682 -1.412 1.143
H 3.018 -0.453 -0.255
H -1.936 -2.302 -0.991
H 0.293 2.201 -0.065
H 2.019 1.460 -0.250
H 0.248 -1.629 0.161

Top of the stability list: entry iii, leading by 0.0330 hartree.

Entry i
17
Properties=species:S:1:pos:R:3 method="wB97M-V/def2-TZVPD" total_charge=+1 mol_weight_g_mol=113.1 homo_energy_ev="-12.068 / -12.066" orbital_gap_ev="6.177 / 6.174"
C 1.053 -0.147 0.117
C -0.120 0.573 0.144
C -1.997 -1.120 0.322
C 0.088 2.031 0.035
N 1.205 -1.464 -0.063
N -1.478 0.147 0.225
N -1.226 -2.045 -0.074
N 2.404 -2.003 -0.157
H 1.895 0.398 -0.140
H 1.030 2.049 -0.413
H -0.805 2.353 -0.490
H -0.068 2.430 1.075
H -2.200 0.867 0.370
H -1.378 -3.077 0.112
H -0.349 -1.833 -0.563
H 3.236 -1.341 0.012
H 2.458 -3.013 -0.216

Entry ii
17
Properties=species:S:1:pos:R:3 method="wB97M-V/def2-TZVPD" total_charge=+1 smiles="NC[C@H]1N[C@H]1N=C=[NH2+]" mol_weight_g_mol=113.1 homo_energy_ev=-13.608 orbital_gap_ev=10.036
C 0.445 0.480 1.568
C 0.072 1.474 -0.682
C -0.982 -1.245 0.109
C -0.195 -0.888 1.308
N 0.244 1.416 0.510
N -0.289 -0.636 -1.046
N 0.009 2.043 -1.860
N 1.218 -0.688 1.121
H 0.393 0.996 2.441
H -0.995 -2.342 0.056
H -1.956 -0.703 0.063
H -0.490 -1.411 2.219
H 0.235 1.285 -2.546
H 0.279 2.967 -2.038
H 0.689 -0.832 -0.913
H -0.706 -0.817 -1.943
H 2.028 -1.098 1.632

Entry iii
17
Properties=species:S:1:pos:R:3 method="wB97M-V/def2-TZVPD" total_charge=+1 mol_weight_g_mol=113.1 homo_energy_ev=-12.397 orbital_gap_ev=9.132
C 0.967 -0.256 -0.927
C 0.082 -0.775 -1.732
C -1.673 -0.123 0.345
C -0.771 -1.306 -2.547
N 0.627 0.288 0.319
N -0.591 0.226 0.701
N -2.909 -0.442 0.343
N 2.336 1.402 2.028
H 2.016 -0.195 -1.170
H -1.271 -0.727 -3.309
H -0.998 -2.361 -2.534
H 1.340 0.743 0.988
H -3.616 0.167 -0.054
H -3.221 -1.330 0.720
H 3.272 1.013 1.978
H 2.000 1.271 2.977
H 2.411 2.403 1.872

Top of the stability list: entry ii, leading by 0.0115 hartree.

Entry i
17
Properties=species:S:1:pos:R:3 method="wB97M-V/def2-TZVPD" total_charge=+1 smiles="NC1(N)CC=NC=[NH+]1" mol_weight_g_mol=113.1 homo_energy_ev=-14.315 orbital_gap_ev=8.542
C -1.541 -1.178 0.116
C -1.617 1.125 0.011
C -0.166 -1.190 0.542
C 0.598 0.118 -0.033
N -2.177 -0.035 -0.024
N -0.349 1.270 -0.024
N 1.825 0.424 0.682
N 0.934 -0.157 -1.377
H -1.990 -2.112 -0.240
H -2.157 1.986 -0.097
H 0.060 -1.167 1.677
H 0.374 -2.038 0.168
H 0.081 2.225 0.098
H 2.483 -0.393 0.586
H 1.556 0.670 1.644
H 0.219 0.389 -2.013
H 1.867 0.061 -1.716

Entry ii
17
Properties=species:S:1:pos:R:3 method="wB97M-V/def2-TZVPD" total_charge=+1 mol_weight_g_mol=113.1 homo_energy_ev="-13.433 / -13.433" orbital_gap_ev="8.090 / 8.091"
C -0.161 0.174 1.525
C 1.057 0.290 0.585
C -1.813 -0.607 -0.024
C 2.235 -0.010 1.351
N -1.321 -0.101 1.272
N 0.784 0.512 -0.647
N -0.735 -1.080 -0.932
N -0.945 -1.228 -2.147
H 0.075 0.500 2.554
H -2.182 -1.641 0.214
H -2.692 -0.010 -0.308
H 2.339 0.770 2.235
H 3.104 0.139 0.691
H 2.144 -0.950 1.733
H 1.227 0.915 -1.384
H -1.598 -0.872 -2.875
H -0.197 -1.487 -2.795

Entry iii
17
Properties=species:S:1:pos:R:3 method="wB97M-V/def2-TZVPD" total_charge=+1 smiles="Cn1c(N)c[nH]c1=[NH2+]" mol_weight_g_mol=113.1 homo_energy_ev=-12.030 orbital_gap_ev=9.172
C -1.676 -0.736 -0.682
C -0.616 0.116 -1.034
C -0.152 -0.598 1.027
C 1.385 1.124 0.051
N 0.232 0.189 0.031
N -1.405 -1.206 0.619
N -0.151 0.821 -2.162
N 0.428 -0.659 2.258
H -2.544 -1.117 -1.222
H 0.952 2.149 -0.245
H 1.720 1.113 1.085
H 2.119 0.871 -0.704
H -1.925 -1.875 1.173
H -0.602 0.571 -3.075
H 0.855 0.831 -2.193
H 1.396 -0.389 2.167
H -0.016 -1.204 2.905

Top of the stability list: entry iii, leading by 0.0598 hartree.